Here is 6 unconnected molecules or ions with the total composition C20H34Br2O15 in a non-equilibrium geometry from OMol25. Energies are from the ωB97M-V functional and the def2-TZVPD basis.

The calculation puts the HOMO energy at -9.39 eV. The charge is 0. For the calculated total energy, the calculation gives -192086.0535 eV. As for the LUMO energy: 0.5 eV. The calculation puts the orbital gap at 9.90 eV.

Atoms and positions in Å:
C  -2.02  6.05  4.64
C  -2.30  4.68  5.28
C  -3.72  4.42  5.68
O  -4.18  3.58  4.63
C  -3.11  3.15  3.92
O  -3.15  2.17  3.17
O  -2.07  3.70  4.32
H  -1.91  6.91  5.30
H  -2.78  6.26  3.88
H  -1.11  6.10  4.04
H  -1.58  4.48  6.07
H  -4.26  5.37  5.63
H  -3.92  4.11  6.71
C  -1.88  -6.43  -0.37
C  -1.41  -5.02  -0.31
C  -2.19  -4.31  0.77
O  -1.26  -3.53  1.48
C  -0.07  -4.02  1.19
O  0.99  -3.64  1.84
O  -0.16  -5.08  0.37
H  -1.67  -7.17  0.39
H  -1.25  -6.92  -1.11
H  -2.92  -6.42  -0.71
H  -1.24  -4.47  -1.24
H  -2.84  -4.84  1.46
H  -2.77  -3.59  0.19
C  4.82  0.36  -3.08
C  4.39  -0.92  -3.79
C  5.52  -1.73  -4.40
O  5.99  -2.41  -3.25
C  5.10  -2.50  -2.29
O  5.16  -3.01  -1.19
O  4.02  -1.79  -2.72
H  5.67  0.26  -2.41
H  4.03  0.79  -2.46
H  5.18  1.02  -3.87
H  3.63  -0.77  -4.55
H  6.27  -1.04  -4.79
H  5.13  -2.34  -5.21
Br  1.39  -1.09  4.85
C  -0.22  -0.44  3.92
C  -1.48  -1.10  4.57
Br  -1.74  -0.11  6.34
H  -0.12  -0.62  2.85
H  -0.22  0.65  3.95
H  -1.31  -2.16  4.76
H  -2.36  -0.89  3.96
C  2.12  -0.99  -0.53
O  1.32  0.18  -0.21
C  0.00  0.07  -0.04
O  -0.68  -0.97  -0.18
O  -0.50  1.30  0.16
C  -1.92  1.33  0.43
H  3.18  -0.78  -0.61
H  1.75  -1.47  -1.44
H  2.14  -1.78  0.23
H  -2.20  2.36  0.64
H  -2.05  0.74  1.34
H  -2.64  1.11  -0.35
C  -2.06  2.78  -5.79
O  -1.17  1.76  -6.22
C  -0.08  1.29  -5.49
O  0.59  0.39  -5.80
O  0.14  2.04  -4.39
C  1.17  1.57  -3.51
H  -1.95  3.83  -6.04
H  -2.29  2.53  -4.75
H  -3.09  2.53  -6.05
H  2.07  1.30  -4.06
H  0.81  0.73  -2.93
H  1.24  2.43  -2.84


Here is a single C20H25N3O3S molecule from OMol25. Energies are from the ωB97M-V functional and the def2-TZVPD basis.

The calculation puts the HOMO energy at -8.30 eV. For the energy relative to the best compared isomer or geometry (same formula, charge and spin), the calculation gives 61.1 kcal per mole. The charge is 0. For the calculated total energy, the calculation gives -42593.5542 eV. As for the LUMO energy: 0.6 eV. The calculation puts the orbital gap at 8.87 eV.

Atoms and positions in Å:
C  -7.31  -2.22  0.52
H  -8.38  -2.10  0.67
O  -6.79  -0.92  0.41
C  -5.45  -0.77  0.21
C  -4.53  -1.81  0.11
C  -3.19  -1.53  -0.08
C  -2.73  -0.22  -0.17
C  -3.66  0.81  -0.10
C  -4.99  0.54  0.09
H  -5.72  1.34  0.14
H  -3.33  1.83  -0.22
C  -1.25  0.04  -0.40
N  -0.98  1.45  -0.57
C  -0.81  2.24  0.63
H  -1.59  1.99  1.35
C  -0.93  3.72  0.25
O  0.03  4.08  -0.71
C  -0.10  3.29  -1.87
C  0.04  1.80  -1.54
H  -0.11  1.22  -2.45
H  1.06  1.62  -1.16
H  0.68  3.61  -2.55
H  -1.09  3.46  -2.32
H  -0.75  4.36  1.12
H  -1.94  3.92  -0.14
H  0.18  2.09  1.09
C  -0.42  -0.64  0.73
N  1.00  -0.59  0.46
C  1.65  -1.62  -0.10
O  1.10  -2.67  -0.40
C  3.11  -1.42  -0.36
C  3.66  -2.18  -1.39
C  5.00  -2.08  -1.71
C  5.77  -1.20  -0.96
N  5.28  -0.49  0.04
C  4.00  -0.59  0.34
S  3.51  0.38  1.73
C  5.10  1.08  2.23
H  5.51  1.66  1.41
H  5.78  0.26  2.49
H  4.90  1.70  3.10
H  6.83  -1.06  -1.14
H  5.44  -2.65  -2.51
H  3.00  -2.85  -1.93
H  1.48  0.28  0.63
H  -0.68  -1.69  0.78
H  -0.62  -0.17  1.69
H  -0.97  -0.46  -1.33
H  -2.50  -2.36  -0.18
H  -4.85  -2.84  0.18
H  -7.14  -2.80  -0.39
H  -6.88  -2.75  1.38


Here is 13 unconnected molecules or ions with the total composition C74H176N2O35 in a non-equilibrium geometry from OMol25. Energies are from the ωB97M-V functional and the def2-TZVPD basis.

The calculation puts the HOMO energy at -8.44 eV. For the energy relative to the best compared isomer or geometry (same formula, charge and spin), the calculation gives 0.0 kcal per mole. The charge is 0. For the calculated total energy, the calculation gives -154207.6856 eV. As for the LUMO energy: 0.2 eV. The calculation puts the orbital gap at 8.68 eV.

Atoms and positions in Å:
C  1.45  3.04  3.97
O  0.53  2.34  3.11
C  0.35  2.91  1.85
C  1.43  2.56  0.78
O  1.62  1.16  0.61
C  2.44  0.71  -0.46
C  2.13  -0.77  -0.53
O  0.92  -1.10  -1.18
C  0.60  -2.49  -1.19
H  1.19  2.81  5.01
H  1.18  4.10  3.90
H  2.47  2.83  3.67
H  0.00  3.94  1.84
H  -0.46  2.23  1.57
H  2.26  3.15  1.19
H  1.29  3.06  -0.19
H  3.48  0.83  -0.14
H  2.23  1.28  -1.37
H  2.19  -1.17  0.49
H  2.80  -1.37  -1.17
H  0.61  -2.87  -0.16
H  1.41  -3.11  -1.61
H  -0.24  -2.72  -1.83
C  1.52  -3.69  6.66
O  1.91  -2.49  7.30
C  1.08  -1.45  6.77
C  1.85  -0.12  6.82
O  2.80  -0.12  7.90
C  3.65  1.05  7.82
C  2.89  2.33  8.08
O  1.99  2.23  9.16
C  1.29  3.45  9.35
H  1.78  -3.77  5.60
H  0.46  -3.94  6.75
H  2.09  -4.45  7.21
H  0.26  -1.44  7.50
H  0.63  -1.62  5.79
H  1.19  0.74  6.78
H  2.44  -0.10  5.89
H  3.97  0.90  6.78
H  4.57  0.94  8.40
H  2.27  2.40  7.18
H  3.59  3.16  8.22
H  1.92  4.32  9.19
H  0.97  3.64  10.38
H  0.44  3.51  8.66
C  5.05  8.18  -2.53
O  4.04  7.85  -1.60
C  3.69  6.48  -1.62
C  2.78  6.07  -0.47
O  3.42  5.88  0.79
C  3.82  7.08  1.50
C  5.24  7.07  2.02
O  5.44  8.18  2.85
C  6.75  8.30  3.36
H  5.85  7.45  -2.64
H  5.48  9.10  -2.12
H  4.46  8.61  -3.35
H  4.60  5.87  -1.57
H  3.18  6.34  -2.58
H  2.38  5.10  -0.76
H  1.91  6.69  -0.23
H  3.23  7.35  2.38
H  3.69  7.91  0.80
H  5.91  7.22  1.16
H  5.48  6.11  2.48
H  7.05  7.52  4.06
H  6.76  9.26  3.87
H  7.45  8.45  2.53
C  5.81  2.90  2.12
O  5.79  1.46  2.04
C  5.01  0.82  3.03
C  5.07  -0.69  2.82
O  6.29  -1.17  3.29
C  7.52  -0.91  2.61
C  7.51  -1.36  1.18
O  7.66  -2.81  1.09
C  7.67  -3.21  -0.27
H  6.66  3.31  2.67
H  4.90  3.44  2.38
H  5.93  3.11  1.06
H  3.96  1.12  3.00
H  5.49  1.05  3.99
H  4.77  -1.00  1.81
H  4.33  -1.01  3.56
H  8.41  -1.34  3.07
H  7.74  0.16  2.61
H  8.08  -0.79  0.44
H  6.48  -1.31  0.81
H  7.58  -4.29  -0.41
H  8.41  -2.74  -0.92
H  6.75  -2.80  -0.71
C  2.71  -6.52  4.62
O  1.50  -6.48  5.36
C  0.37  -7.05  4.64
C  -0.30  -6.00  3.78
O  -0.88  -4.92  4.47
C  -1.64  -4.08  3.64
C  -0.87  -3.11  2.75
O  -0.21  -2.22  3.63
C  -0.04  -0.96  3.02
H  3.66  -6.32  5.11
H  2.66  -5.82  3.78
H  2.80  -7.56  4.29
H  -0.28  -7.30  5.48
H  0.61  -7.92  4.02
H  -1.18  -6.56  3.43
H  0.29  -5.78  2.88
H  -2.25  -3.42  4.26
H  -2.29  -4.72  3.03
H  -1.67  -2.65  2.15
H  -0.18  -3.53  2.01
H  -0.92  -0.33  2.83
H  0.39  -1.16  2.03
H  0.64  -0.30  3.55
C  -1.75  8.59  -0.29
O  -1.93  7.26  0.17
C  -1.32  6.19  -0.50
C  -1.86  5.96  -1.88
O  -1.29  7.00  -2.71
C  -1.88  7.07  -4.03
C  -1.24  6.00  -4.96
O  -1.96  4.78  -4.83
C  -2.98  4.54  -5.82
H  -0.90  8.76  -0.96
H  -1.57  9.21  0.58
H  -2.66  8.91  -0.80
H  -1.62  5.32  0.10
H  -0.22  6.23  -0.49
H  -2.95  6.05  -1.93
H  -1.52  5.00  -2.27
H  -1.78  8.10  -4.39
H  -2.96  6.93  -3.96
H  -0.24  5.85  -4.55
H  -1.18  6.34  -5.99
H  -3.75  5.27  -5.55
H  -3.39  3.54  -5.84
H  -2.54  4.84  -6.78
C  0.61  -6.18  -10.15
O  0.98  -5.71  -8.84
C  -0.15  -5.70  -8.03
C  0.29  -5.39  -6.60
O  0.80  -4.06  -6.49
C  0.10  -3.19  -5.58
C  -1.38  -2.94  -6.01
O  -1.52  -2.11  -7.17
C  -2.84  -1.85  -7.62
H  -0.12  -5.49  -10.58
H  0.17  -7.17  -10.02
H  1.46  -6.17  -10.82
H  -0.70  -6.65  -7.93
H  -0.86  -4.94  -8.36
H  1.02  -6.15  -6.33
H  -0.61  -5.54  -6.00
H  0.51  -2.19  -5.51
H  0.06  -3.73  -4.63
H  -1.93  -2.52  -5.16
H  -1.80  -3.93  -6.19
H  -3.33  -2.83  -7.66
H  -2.93  -1.43  -8.62
H  -3.41  -1.25  -6.91
C  -6.93  1.44  0.35
O  -5.78  2.01  -0.25
C  -4.56  1.27  -0.23
C  -4.53  0.09  -1.22
O  -3.47  -0.82  -1.03
C  -2.14  -0.42  -1.11
C  -1.58  -0.18  -2.52
O  -2.39  0.71  -3.28
C  -2.12  2.06  -3.05
H  -7.66  2.22  0.58
H  -6.72  0.93  1.30
H  -7.37  0.69  -0.31
H  -4.29  1.03  0.81
H  -3.74  1.94  -0.49
H  -4.46  0.56  -2.20
H  -5.43  -0.51  -1.19
H  -1.56  -1.14  -0.53
H  -2.04  0.53  -0.58
H  -1.42  -1.05  -3.16
H  -0.59  0.30  -2.54
H  -1.24  2.43  -3.57
H  -2.02  2.38  -2.01
H  -3.01  2.54  -3.46
C  -9.00  -8.41  -3.37
O  -8.23  -7.40  -3.95
C  -7.59  -6.54  -3.04
C  -6.94  -5.43  -3.91
O  -6.52  -4.34  -3.09
C  -5.87  -3.30  -3.80
C  -4.36  -3.44  -3.71
O  -3.95  -4.71  -4.20
C  -2.86  -5.22  -3.48
H  -9.87  -7.98  -2.86
H  -8.50  -9.08  -2.66
H  -9.38  -8.96  -4.23
H  -6.83  -7.06  -2.46
H  -8.32  -6.03  -2.40
H  -7.75  -5.07  -4.55
H  -6.14  -5.89  -4.49
H  -6.25  -2.42  -3.27
H  -6.36  -3.16  -4.77
H  -4.17  -3.41  -2.63
H  -3.78  -2.59  -4.08
H  -2.37  -5.99  -4.08
H  -3.19  -5.78  -2.60
H  -2.05  -4.55  -3.16
C  1.07  10.32  5.77
O  1.71  9.11  6.03
C  1.99  8.37  4.84
C  0.85  7.70  4.14
O  0.43  6.50  4.81
C  -0.58  6.57  5.86
C  -0.79  5.13  6.38
O  -1.40  4.31  5.41
C  -2.69  4.62  4.96
H  1.83  10.95  5.29
H  0.82  10.83  6.70
H  0.13  10.22  5.23
H  2.83  7.70  5.02
H  2.47  9.03  4.11
H  1.17  7.21  3.22
H  0.02  8.39  4.00
H  -1.44  7.05  5.40
H  -0.13  7.15  6.67
H  -1.39  5.10  7.29
H  0.17  4.64  6.54
H  -3.50  4.74  5.67
H  -3.03  3.79  4.33
H  -2.67  5.44  4.23
C  -2.79  -13.07  -4.42
O  -2.22  -12.17  -5.38
C  -2.92  -10.95  -5.54
C  -2.61  -10.07  -4.31
O  -1.27  -9.73  -4.39
C  -1.03  -8.39  -4.11
C  0.42  -7.94  -4.29
O  0.39  -6.62  -3.74
C  1.70  -5.97  -3.60
H  -2.34  -14.03  -4.60
H  -3.87  -13.14  -4.58
H  -2.74  -12.62  -3.42
H  -4.00  -11.11  -5.64
H  -2.67  -10.35  -6.42
H  -2.86  -10.46  -3.31
H  -3.34  -9.25  -4.36
H  -1.28  -8.08  -3.09
H  -1.58  -7.74  -4.80
H  0.66  -7.87  -5.35
H  1.12  -8.55  -3.71
H  2.48  -6.68  -3.36
H  1.67  -5.22  -2.81
H  1.97  -5.42  -4.51
C  -2.43  1.30  8.24
C  -1.99  0.60  6.91
C  -3.26  0.13  6.30
O  -2.97  -0.61  5.06
C  -4.13  -0.85  4.26
N  -1.20  1.55  6.12
H  -3.11  2.14  8.03
H  -1.70  1.74  8.92
H  -2.95  0.52  8.79
H  -1.22  -0.08  7.27
H  -3.96  0.92  6.01
H  -3.77  -0.58  6.95
H  -4.62  -1.79  4.51
H  -3.84  -0.91  3.21
H  -4.78  0.03  4.23
H  -1.70  2.43  6.09
H  -1.05  1.35  5.14
C  1.68  2.41  -7.22
C  0.99  1.03  -6.95
C  1.00  0.50  -5.49
O  2.15  -0.34  -5.22
C  3.30  0.29  -4.73
N  -0.38  1.16  -7.42
H  1.46  3.00  -6.33
H  1.25  2.88  -8.11
H  2.77  2.39  -7.23
H  1.44  0.21  -7.52
H  0.08  -0.04  -5.28
H  1.12  1.31  -4.76
H  3.22  0.30  -3.64
H  3.47  1.33  -5.05
H  4.24  -0.12  -5.10
H  -0.39  1.05  -8.42
H  -0.90  0.37  -7.05


Here is a molecular structure, C19H20Cl2LiN9O4 in a non-equilibrium geometry from OMol25. Energies are from the ωB97M-V functional and the def2-TZVPD basis.

The calculation puts the HOMO energy (alpha / beta) at -5.69 / -6.77 eV. For the energy relative to the best compared isomer or geometry (same formula, charge and spin), the calculation gives 442.7 kcal per mole. The charge is 0. For the calculated total energy, the calculation gives -66859.3164 eV. As for the LUMO energy (alpha / beta): -0.5 / -0.5 eV. The calculation puts the orbital gap (alpha / beta) at 5.20 / 6.28 eV.

Atoms and positions in Å:
Li  -1.25  0.27  -0.58
N  2.03  0.76  0.34
N  1.83  2.05  0.81
C  0.65  2.67  0.66
N  0.52  3.88  1.21
N  -0.27  2.04  -0.08
N  -1.53  2.50  -0.12
O  -1.94  3.46  0.52
O  -2.27  1.84  -0.87
H  2.05  0.09  1.11
H  2.83  0.70  -0.26
H  2.54  2.50  1.36
H  1.25  4.27  1.78
H  -0.41  4.29  1.20
Cl  -1.87  -4.24  2.25
C  -2.99  -3.93  1.17
C  -4.36  -4.18  1.31
C  -5.32  -3.68  0.46
C  -4.97  -2.89  -0.63
C  -3.63  -2.65  -0.84
Cl  -3.18  -1.50  -2.06
C  -2.66  -3.23  -0.05
N  -1.21  -2.83  -0.21
C  -0.42  -3.82  -0.89
C  -0.96  -5.08  -1.17
C  -0.23  -6.05  -1.84
C  1.07  -5.79  -2.24
C  1.60  -4.54  -1.98
C  0.88  -3.54  -1.33
C  1.59  -2.21  -1.16
C  1.03  -1.04  -1.95
O  1.71  -0.29  -2.59
O  -0.30  -0.87  -1.84
H  -4.63  -4.70  2.23
H  -6.36  -3.89  0.66
H  -5.71  -2.44  -1.27
H  -0.71  -1.63  -1.30
H  -1.97  -5.31  -0.85
H  -0.69  -7.02  -2.04
H  1.65  -6.54  -2.76
H  2.61  -4.32  -2.30
H  2.63  -2.32  -1.47
H  1.58  -1.88  -0.12
N  -0.68  -4.82  1.64
C  -1.45  -2.69  2.30
C  -0.61  -2.15  1.17
N  -0.75  -0.71  1.19
C  -1.44  -0.47  2.31
C  -1.83  -1.59  3.05
N  -2.49  -4.33  3.58
H  0.12  -5.35  1.38
H  -2.46  -5.43  2.18
H  0.41  -2.49  1.31
H  -1.67  0.56  2.58
H  -2.48  -1.61  3.91